(1)
The ion C7H11BrN3 with charge +1. Source: the Open Molecules 2025 dataset; level of theory: ωB97M-V/def2-TZVPD.

The geometry in XYZ format:
```
22
Properties=species:S:1:pos:R:3:forces:R:3
C -1.186 -1.583 0.983 -2.064 -1.700 0.165
C -0.464 -0.674 1.505 1.414 1.961 -3.022
C 0.139 0.456 -0.749 -0.981 -1.451 3.313
C -1.553 -1.796 -0.511 -0.535 -0.650 1.967
C -0.484 -1.562 -1.580 -0.562 -0.021 -1.055
C 0.526 1.566 1.281 1.202 0.476 0.189
C 0.572 0.227 2.004 0.024 -2.137 -4.190
N -0.086 -0.182 -1.873 0.570 3.818 1.472
N 0.552 1.559 -0.165 0.017 -1.003 -2.624
N 1.261 2.573 -0.900 3.512 -3.162 -0.888
Br 2.263 -0.869 1.707 -0.673 1.122 0.275
H -1.804 -2.344 1.550 1.047 1.079 0.144
H -1.877 -2.888 -0.382 0.547 1.379 -1.470
H -2.504 -1.186 -0.630 1.204 -0.663 -0.394
H 0.459 -2.068 -1.608 0.229 -1.048 1.131
H -0.980 -1.936 -2.426 -0.653 -0.391 -1.580
H -0.385 2.099 1.578 0.550 0.223 0.509
H 1.506 1.991 1.477 -0.346 0.993 0.988
H 0.475 0.411 2.983 -0.035 0.593 3.904
H 1.135 3.500 -0.595 -0.419 1.121 0.859
H 0.064 0.401 -2.723 -0.465 -1.594 -0.004
H 2.369 2.304 -0.926 -3.585 1.054 0.310
```
Forces are in eV/Å.

Results
- LUMO level (spin up / spin down) (eV) = -4.792 / -4.625
- 2S+1 = 1
- energy above the lowest of the compared OMol25 structures with the same formula, charge and spin (kJ/mol) = 565.3
- DFT total energy (eV) = -81936.9418
- charge = +1
- HOMO-LUMO gap (spin up / spin down) (eV) = 7.4772 / 7.9219

natural (NBO) population analysis, charges in e, atoms 1 to 2: -0.26, 0.27

=====

(2)
A structure of composition C22H23F4N8O2PdS. Source: the Open Molecules 2025 dataset; level of theory: ωB97M-V/def2-TZVPD.

The geometry in XYZ format:
```
61
Properties=species:S:1:pos:R:3:forces:R:3
Pd 2.438 -1.083 0.244 -0.046 -0.071 -0.112
N 4.146 -2.219 0.727 0.013 0.145 0.048
N 4.567 -2.799 -0.490 -0.043 -0.092 0.030
C 4.096 -2.247 -1.692 0.058 0.118 -0.036
O 4.612 -2.541 -2.737 -0.036 -0.034 0.022
O 3.067 -1.437 -1.562 -0.020 -0.076 -0.017
H 4.866 -1.619 1.125 0.021 -0.017 0.001
H 3.930 -2.953 1.394 -0.004 -0.002 -0.013
H 5.501 -3.179 -0.513 0.007 0.022 -0.017
C 1.323 3.376 -5.216 0.003 0.002 0.000
C 0.414 3.189 -4.005 0.003 0.006 0.003
C 1.167 2.932 -2.701 -0.006 -0.002 -0.008
C 2.059 1.698 -2.728 -0.009 0.006 0.024
N 1.329 0.481 -3.094 0.000 -0.006 -0.008
C 0.740 -0.363 -2.266 0.046 0.015 -0.028
S 0.582 0.033 -0.564 -0.001 0.051 0.050
N 0.239 -1.488 -2.749 0.016 -0.002 0.030
C -0.515 -2.496 -1.999 -0.012 -0.019 -0.008
C -1.982 -2.141 -1.779 0.004 -0.002 -0.008
C -2.876 -2.220 -3.016 0.007 0.011 0.001
C -2.589 -1.180 -4.096 -0.002 -0.002 0.007
H 0.746 3.645 -6.100 -0.001 0.001 0.000
H 1.882 2.469 -5.462 0.000 -0.002 0.000
H 2.052 4.170 -5.040 0.000 0.000 0.000
H -0.289 2.371 -4.190 0.000 -0.002 0.000
H -0.200 4.082 -3.874 -0.002 -0.001 0.000
H 0.458 2.832 -1.876 0.000 0.002 0.000
H 1.804 3.790 -2.468 0.003 -0.004 0.000
H 2.526 1.532 -1.759 0.005 -0.001 -0.013
H 2.857 1.803 -3.461 0.002 0.000 0.001
H 1.360 0.223 -4.070 0.011 -0.009 0.002
H 0.448 -1.705 -3.711 -0.025 0.011 -0.013
H -0.012 -2.653 -1.046 0.002 0.009 0.007
H -0.429 -3.422 -2.569 0.000 -0.002 0.000
H -2.041 -1.144 -1.335 0.003 0.005 0.000
H -2.363 -2.835 -1.025 0.002 -0.008 0.001
H -3.909 -2.099 -2.683 -0.002 -0.004 -0.003
H -2.814 -3.225 -3.445 -0.002 -0.002 0.004
H -2.532 -0.175 -3.670 0.001 -0.001 -0.001
H -3.380 -1.178 -4.845 0.002 0.000 -0.002
H -1.655 -1.375 -4.625 -0.001 0.000 -0.006
F 0.356 0.450 7.154 0.005 -0.008 -0.016
C -0.594 0.499 6.235 -0.027 -0.001 0.012
C -1.844 0.827 6.600 0.045 -0.007 0.011
F -2.086 1.091 7.867 -0.008 0.001 -0.008
C -2.945 0.905 5.653 -0.048 0.017 0.022
C -2.582 0.589 4.280 0.038 -0.012 -0.033
C -1.331 0.266 3.923 -0.066 0.012 -0.009
F -1.071 -0.008 2.648 -0.002 0.001 -0.004
C -0.238 0.196 4.865 0.078 0.003 0.016
C 1.036 -0.127 4.490 -0.054 -0.024 0.019
C 1.401 -0.410 3.138 0.002 -0.058 -0.010
N 1.796 -0.663 2.095 0.030 -0.034 0.058
C 2.159 -0.220 5.375 -0.002 0.162 0.025
N 3.121 -0.277 6.000 0.002 -0.090 -0.018
F -3.518 0.626 3.353 -0.001 0.002 0.002
C -4.208 1.247 6.017 0.009 -0.010 -0.009
C -4.586 1.583 7.359 0.048 0.073 0.011
N -4.947 1.895 8.404 -0.029 -0.043 -0.003
C -5.307 1.316 5.098 -0.019 -0.062 -0.011
N -6.231 1.366 4.419 0.004 0.036 0.007
```
Forces are in eV/Å.

Results
- LUMO level (spin up / spin down) (eV) = -6.032 / -6.032
- 2S+1 = 1
- energy above the lowest of the compared OMol25 structures with the same formula, charge and spin (kJ/mol) = 0.0
- DFT total energy (eV) = -64379.4304
- charge = +1
- HOMO-LUMO gap (spin up / spin down) (eV) = 5.9583 / 5.9588

natural (NBO) population analysis, charges in e, atoms 1 to 2: 0.79, -0.62

=====

(3)
A cluster of 6 separate species, C43H52BrClF6N3O2P2S2 in total. Source: the Open Molecules 2025 dataset; level of theory: ωB97M-V/def2-TZVPD.

The geometry in XYZ format:
```
112
Properties=species:S:1:pos:R:3:forces:R:3
C 6.788 1.411 -1.169 0.220 0.264 0.345
C 6.827 0.449 -2.454 -0.744 -0.014 0.746
C 5.945 1.024 -3.694 2.717 -0.105 -0.014
O 4.721 1.677 -3.269 -0.933 -1.697 -0.733
C 3.568 1.174 -3.989 0.135 0.524 0.178
C 2.251 1.514 -3.084 0.728 0.207 -2.435
Cl 1.859 3.217 -3.755 -0.256 -0.822 0.855
C 0.896 0.746 -3.561 0.965 0.417 1.218
F 0.553 0.354 -4.870 1.133 1.519 4.876
N 0.148 0.605 -2.458 0.234 -0.540 -3.476
S -1.400 -0.125 -2.803 -1.355 0.318 0.627
C 0.740 1.108 -1.162 0.530 1.674 1.996
S -0.205 2.751 -1.016 0.292 0.579 -0.318
C 0.325 0.403 0.218 -1.519 -1.447 -0.058
C 0.167 -1.192 0.185 0.821 -0.469 1.232
C -0.861 -1.682 1.356 1.377 -0.267 0.414
C -0.079 -2.770 2.286 0.615 -0.020 -0.995
C 0.343 -4.070 1.428 -0.567 -0.665 -0.498
N 1.234 -5.014 2.190 0.086 0.468 -0.585
C 2.327 1.319 -1.500 -3.140 -1.360 -1.396
P 3.194 -0.381 -1.192 1.572 -1.107 2.331
N 3.728 -0.543 0.307 -0.919 0.014 -1.362
P 3.379 2.466 -0.410 2.070 0.429 1.699
O 3.020 2.224 1.275 -0.591 1.264 -2.273
Br 2.816 4.674 -0.697 -0.258 -0.876 0.084
H 6.560 2.504 -1.458 0.434 -1.702 0.418
H 6.015 1.094 -0.373 1.122 0.394 -1.442
H 7.812 1.375 -0.644 -1.564 0.129 -0.832
H 7.921 0.303 -2.746 -1.651 0.269 -0.050
H 6.452 -0.583 -2.102 0.534 1.431 -0.723
H 5.796 0.200 -4.472 -0.184 1.094 1.070
H 6.630 1.809 -4.195 -1.323 -1.027 0.687
H 3.657 0.066 -4.252 -0.153 1.292 0.514
H 3.471 1.799 -4.937 -0.053 -1.185 1.073
H -2.259 0.988 -2.902 1.286 -0.693 0.238
H 0.240 3.348 0.153 -0.003 -1.034 -0.724
H 0.997 0.659 1.109 -0.497 -0.002 -1.740
H -0.716 0.823 0.493 1.715 -0.686 -0.615
H 1.188 -1.633 0.507 -1.586 0.678 -0.711
H -0.060 -1.652 -0.831 0.034 0.778 1.247
H -1.816 -2.136 0.930 1.224 0.776 0.623
H -1.067 -0.781 2.044 -0.044 -1.354 -1.189
H -0.691 -3.029 3.212 0.859 0.136 -1.350
H 0.922 -2.295 2.625 -1.648 -0.541 -0.305
H 0.898 -3.812 0.455 -0.988 0.242 1.196
H -0.585 -4.672 1.112 1.590 1.274 0.562
H 2.192 -4.630 2.145 -0.636 -0.444 0.216
H 1.276 -5.937 1.717 -0.057 1.016 0.345
H 4.353 -0.549 -2.042 -1.260 0.601 -0.122
H 2.264 -1.415 -1.535 0.121 0.684 -0.581
H 3.299 -1.339 0.797 0.184 0.649 -0.107
H 3.095 3.130 1.674 -0.126 -0.934 -0.300
F -0.686 5.881 4.388 -0.055 -0.107 0.075
C -0.113 6.746 3.537 0.303 0.498 -0.444
C -0.367 8.102 3.670 -0.103 0.031 0.142
C 0.232 8.999 2.791 0.114 -0.315 -0.120
C 1.070 8.529 1.783 0.007 0.053 -0.024
C 1.314 7.164 1.656 -0.175 0.222 0.192
C 0.724 6.268 2.541 0.002 -0.144 -0.045
H -1.028 8.449 4.455 0.034 -0.044 -0.023
H 0.046 10.063 2.891 -0.012 -0.125 0.018
H 1.534 9.229 1.095 -0.047 -0.083 0.081
H 1.964 6.798 0.868 -0.076 0.074 0.150
H 0.910 5.203 2.463 -0.036 0.018 0.053
F 4.744 -0.303 -7.466 0.139 -0.018 0.199
C 3.669 -0.060 -8.236 -0.640 0.139 -0.528
C 2.524 0.462 -7.657 0.040 -0.001 0.122
C 1.411 0.719 -8.452 0.193 -0.137 -0.219
C 1.455 0.441 -9.816 -0.071 0.025 0.015
C 2.610 -0.088 -10.385 -0.084 0.094 0.307
C 3.726 -0.335 -9.592 0.168 -0.072 -0.022
H 2.506 0.665 -6.592 0.033 -0.010 -0.101
H 0.512 1.135 -8.010 0.091 -0.037 -0.027
H 0.586 0.637 -10.435 0.108 -0.022 0.070
H 2.641 -0.309 -11.447 0.035 0.028 0.124
H 4.636 -0.738 -10.020 -0.040 0.013 0.065
F -0.965 11.405 8.602 0.097 0.055 0.022
C -2.049 10.703 8.241 -0.608 -0.367 -0.193
C -3.310 11.205 8.524 -0.004 0.153 0.072
C -4.435 10.479 8.144 0.273 -0.211 -0.106
C -4.286 9.255 7.496 -0.067 0.001 -0.011
C -3.014 8.759 7.222 -0.118 0.274 0.116
C -1.890 9.490 7.591 0.177 -0.053 -0.047
H -3.407 12.155 9.036 0.050 -0.049 -0.037
H -5.426 10.866 8.354 0.121 -0.017 0.006
H -5.164 8.688 7.204 0.100 0.059 0.036
H -2.900 7.804 6.720 0.023 0.091 0.052
H -0.892 9.123 7.378 -0.024 0.044 0.064
F -2.377 -5.331 1.507 -0.352 0.106 -0.071
C -2.612 -6.534 2.066 -0.250 -0.974 0.456
C -3.919 -6.928 2.304 -0.090 0.205 -0.094
C -4.164 -8.172 2.876 0.367 0.050 0.086
C -3.099 -9.003 3.213 -0.039 -0.029 0.021
C -1.790 -8.594 2.974 -0.275 0.098 -0.066
C -1.545 -7.355 2.392 0.138 0.129 -0.114
H -4.736 -6.265 2.042 0.055 -0.027 -0.007
H -5.184 -8.494 3.060 0.096 0.090 0.004
H -3.290 -9.971 3.664 0.022 0.111 -0.043
H -0.961 -9.241 3.241 -0.068 0.093 -0.049
H -0.533 -7.025 2.191 -0.084 0.015 0.096
F -7.236 -10.629 2.110 0.017 -0.037 0.155
C -7.152 -10.136 0.864 0.028 0.286 -0.775
C -5.930 -9.683 0.392 0.133 -0.075 0.105
C -5.841 -9.177 -0.900 -0.366 -0.059 0.015
C -6.978 -9.118 -1.703 0.044 0.038 -0.029
C -8.202 -9.571 -1.216 0.292 0.019 0.109
C -8.289 -10.088 0.072 -0.151 -0.050 0.103
H -5.058 -9.729 1.033 -0.068 -0.063 -0.082
H -4.888 -8.827 -1.282 -0.073 -0.042 0.082
H -6.909 -8.719 -2.709 -0.017 -0.053 0.106
H -9.087 -9.521 -1.841 0.079 -0.037 0.089
H -9.231 -10.453 0.464 0.069 0.020 0.017
```
Forces are in eV/Å.

Results
- LUMO level (eV) = -5.010
- 2S+1 = 1
- DFT total energy (eV) = -193104.0171
- charge = +1
- HOMO-LUMO gap (eV) = 5.3480

Mulliken population analysis, charges in e, atoms 1 to 2: -0.65, -0.48

=====

| no. | largest force on an atom (Eh/bohr) |
| --- | --- |
| 1 | 0.09351 |
| 2 | 0.00319 |
| 3 | 0.10173 |